[1]
Molecular formula: C4H2BrNO
Method: DFT, ωB97M-V/def2-TZVPD

```
9
Properties=species:S:1:pos:R:3:forces:R:3:lowdin_charge:R:1
C 1.330 0.417 -0.691 -0.2 4.3 -5.3 -0.348
C 0.572 -0.677 -0.381 0.4 -4.9 6.5 -0.077
C -1.152 -0.384 0.640 0.2 -0.6 -0.5 -0.508
C -1.115 0.936 0.886 1.3 0.9 -0.9 -0.434
N 1.423 1.311 -1.478 0.9 -2.0 3.0 0.148
O -1.529 -1.456 0.992 -0.4 0.3 -0.2 0.046
Br -1.097 2.640 0.208 -0.3 -1.8 0.3 0.820
H 0.585 -1.665 -1.055 -0.7 2.7 1.3 0.153
H 0.983 -1.123 0.879 -1.1 1.1 -4.1 0.200
```
Positions in Å, forces in eV/Å.

## Properties
Gap between HOMO and LUMO (alpha / beta)   6.78 / 6.78 eV
Energy   -2857.36552 a.u.
HOMO (alpha / beta)   -9.26 / -9.25 eV
Energy above the lowest of the compared OMol25 structures with the same formula, charge and spin   129.8 kcal/mol
LUMO energy (alpha / beta)   -2.4764 / -2.4715 eV
Total charge   0


[2]
Molecular formula: C10H17NP
Method: DFT, ωB97M-V/def2-TZVPD

```
29
Properties=species:S:1:pos:R:3:forces:R:3:lowdin_charge:R:1
C -3.663 -0.872 0.015 -3.0 -1.8 -1.7 -0.100
C -3.594 0.171 0.991 0.2 1.2 1.6 -0.074
C -2.818 -1.079 -0.983 2.6 4.3 3.2 0.007
C -2.671 1.158 0.875 0.2 -0.5 0.3 -0.101
C -1.575 -0.130 -0.919 0.7 -0.4 -1.6 -0.274
C -1.844 1.282 -0.367 -0.7 -0.1 -1.7 -0.499
C 0.617 0.387 0.408 -0.7 -0.8 -2.6 -0.330
C 2.989 1.145 -0.026 -1.7 1.6 -1.3 -0.071
C 2.660 -1.268 0.129 -2.1 -2.3 0.1 -0.103
C 1.919 -0.036 -0.343 1.8 1.6 1.2 -0.379
N -0.611 -0.628 0.131 2.3 -1.0 0.0 0.068
P -0.155 2.072 -0.186 0.1 -0.8 -0.9 1.040
H -4.596 -1.513 -0.058 1.1 0.8 0.7 0.144
H -4.347 0.110 1.817 1.1 0.2 -0.6 0.136
H -2.841 -1.801 -1.669 -0.3 -2.7 -2.6 0.068
H -2.311 1.855 1.624 -1.2 0.2 0.4 0.107
H -0.936 -0.156 -1.881 -1.3 0.3 1.3 0.165
H -2.458 1.920 -1.101 1.0 -0.8 0.8 0.162
H 0.870 0.333 1.444 -0.4 0.2 0.9 0.111
H 3.466 1.291 0.948 -0.5 -1.1 0.2 0.090
H 2.583 2.183 -0.213 0.0 -1.0 0.0 0.057
H 3.783 1.080 -0.738 0.6 -0.3 -0.5 0.068
H 2.716 -1.528 1.166 -1.0 0.3 1.1 0.084
H 3.677 -1.377 -0.025 2.3 1.0 -1.3 0.060
H 2.314 -2.176 -0.393 -0.4 0.1 0.3 0.087
H 1.772 -0.222 -1.426 -0.1 0.9 0.5 0.138
H -1.129 -0.715 0.989 -0.4 -0.1 0.6 0.140
H -0.241 -1.578 -0.100 -0.3 0.9 0.2 0.189
H 0.028 1.881 -1.665 0.3 0.2 1.6 0.009
```
Positions in Å, forces in eV/Å.

## Properties
Gap between HOMO and LUMO   9.25 eV
Energy   -787.00753 a.u.
SMILES string   CC(C)[C@@H]1[NH2+][C@H]2C=CC=C[C@H]2P1
HOMO   -12.82 eV
Energy above the lowest of the compared OMol25 structures with the same formula, charge and spin   39.9 kcal/mol
LUMO energy   -3.5741 eV
Total charge   +1


[3]
Molecular formula: C37H73CuN11O9
Method: DFT, ωB97M-V/def2-TZVPD

```
131
Properties=species:S:1:pos:R:3:forces:R:3:lowdin_charge:R:1
Cu -0.259 0.948 -0.955 0.4 0.0 0.3 0.397
C 2.467 1.690 -0.060 1.9 1.3 1.3 -0.270
O 1.783 0.996 -0.811 0.0 0.1 -0.5 -0.040
N 3.692 2.239 -0.307 0.2 -1.1 -0.7 -0.160
C 4.526 2.865 0.724 0.1 0.8 -0.9 -0.043
C 4.403 2.032 -1.587 0.8 1.9 1.9 -0.005
H 2.219 1.990 0.962 -0.9 -0.3 0.0 0.111
H 3.901 3.104 1.573 0.0 0.2 0.3 0.059
H 4.986 3.817 0.270 -0.7 -1.3 0.9 0.115
H 5.349 2.203 1.032 -0.3 0.1 -0.1 0.097
H 3.626 2.160 -2.279 -0.5 -0.3 -1.7 0.055
H 5.133 2.911 -1.624 -0.9 -1.3 -0.4 0.110
H 4.950 1.097 -1.626 -0.1 -0.2 -0.1 0.092
C 0.192 2.290 -5.392 0.9 -0.7 -0.5 -0.333
O 1.121 1.501 -5.591 -0.7 0.6 0.6 -0.001
N -0.062 2.991 -4.290 -0.8 -0.3 -0.4 -0.180
C -1.217 3.870 -4.228 0.8 1.5 0.1 -0.033
C 0.876 2.874 -3.216 -1.8 1.5 0.8 -0.042
H -0.521 2.525 -6.149 -0.8 0.0 -1.1 0.120
H -0.923 4.833 -3.737 -0.1 -0.6 -0.5 0.110
H -2.056 3.531 -3.641 -0.2 -0.7 0.1 0.062
H -1.542 4.110 -5.244 -0.1 -0.1 0.2 0.091
H 0.344 3.280 -2.330 0.7 -0.2 -0.2 0.091
H 1.063 1.849 -3.073 0.9 -1.1 0.3 0.050
H 1.701 3.499 -3.495 1.0 0.0 0.4 0.103
C -1.296 -2.955 -1.027 0.0 0.8 1.2 -0.400
O -2.432 -2.517 -0.979 -0.6 0.2 0.0 -0.015
N -0.850 -3.827 -1.896 -0.1 -1.8 -2.2 -0.166
C 0.516 -4.256 -1.881 0.7 -0.2 0.3 -0.044
C -1.777 -4.331 -2.920 0.0 0.8 0.4 0.000
H -0.523 -2.681 -0.309 0.1 0.4 0.3 0.134
H 1.031 -3.538 -1.255 0.4 -0.1 0.3 0.076
H 1.025 -4.212 -2.846 -0.4 0.1 -0.3 0.090
H 0.657 -5.278 -1.484 -0.2 0.4 -0.1 0.094
H -1.683 -3.710 -3.848 -0.5 -0.5 0.7 0.086
H -1.635 -5.371 -3.164 0.6 -0.3 0.0 0.087
H -2.749 -4.289 -2.420 -0.2 0.4 -0.7 0.090
C 2.585 1.231 3.403 -0.1 0.9 -1.3 -0.326
O 1.742 2.083 3.071 0.1 -0.9 0.5 -0.059
N 3.467 1.405 4.365 -0.2 0.5 0.6 -0.191
C 4.604 0.513 4.539 0.3 0.9 1.1 -0.027
C 3.248 2.499 5.289 0.2 -0.3 0.6 -0.031
H 2.821 0.333 2.856 -0.6 -0.5 -0.6 0.099
H 4.548 -0.206 3.763 -0.1 -1.0 -0.6 0.051
H 4.512 0.055 5.553 0.5 0.2 -0.8 0.106
H 5.606 1.020 4.386 -1.2 -0.2 0.5 0.114
H 3.542 2.064 6.242 -0.6 0.2 0.6 0.082
H 4.046 3.208 5.132 -0.2 1.0 -0.3 0.085
H 2.192 2.927 5.262 1.7 -0.7 -0.1 0.109
C 3.556 -1.564 0.450 1.8 -0.6 0.5 -0.274
O 3.600 -0.742 1.359 -0.3 -0.5 -0.4 -0.018
N 4.323 -2.721 0.451 -1.8 1.4 1.1 -0.193
C 4.254 -3.590 -0.679 -0.9 -0.2 -0.6 -0.080
C 4.714 -3.206 1.770 2.0 -0.1 0.6 -0.066
H 2.987 -1.381 -0.465 -0.1 0.0 -0.2 0.126
H 3.558 -4.456 -0.505 1.0 0.5 -0.1 0.089
H 5.264 -3.840 -1.027 -0.4 -0.4 0.1 0.095
H 3.784 -2.965 -1.453 0.2 -0.4 -0.2 0.075
H 5.658 -2.650 2.078 -0.9 -0.8 -0.3 0.098
H 3.985 -2.954 2.564 0.0 -0.4 -0.7 0.083
H 4.962 -4.315 1.746 -0.6 1.5 0.0 0.111
C -1.001 0.868 2.580 -0.3 -0.6 -1.8 -0.332
O -1.049 -0.032 1.724 0.1 0.6 0.7 -0.032
N -1.576 0.802 3.781 1.2 2.4 2.0 -0.160
C -1.169 1.807 4.877 -1.7 -1.7 -1.0 0.013
C -2.201 -0.359 4.273 -1.4 0.5 2.2 -0.074
H -0.549 1.836 2.332 0.1 0.0 0.3 0.122
H -1.846 1.598 5.719 0.2 0.2 -0.3 0.085
H -1.385 2.805 4.531 0.5 0.3 -0.1 0.071
H -0.168 1.605 5.215 0.5 0.3 -0.1 0.068
H -2.589 -0.894 3.479 -0.6 -1.4 -1.6 0.049
H -1.552 -0.959 4.886 0.5 -0.5 0.2 0.092
H -3.077 -0.084 4.944 1.0 -0.2 -0.8 0.116
C -0.484 -1.134 -3.473 -0.6 1.1 1.2 -0.316
O 0.016 -0.745 -2.408 0.4 -0.3 -0.3 -0.050
N 0.156 -1.441 -4.577 0.3 -0.5 0.1 -0.170
C -0.507 -1.890 -5.776 -0.1 -2.7 1.6 -0.023
C 1.576 -1.475 -4.546 1.1 0.4 -0.3 -0.039
H -1.564 -1.158 -3.509 -0.7 -0.2 -0.5 0.134
H -0.418 -3.036 -5.854 0.0 1.5 0.0 0.117
H -0.065 -1.462 -6.634 0.1 0.7 -0.9 0.083
H -1.542 -1.699 -5.588 -0.8 0.3 -0.7 0.082
H 1.921 -0.837 -5.350 0.4 -0.1 -0.3 0.085
H 1.928 -1.006 -3.640 0.0 0.0 0.4 0.086
H 1.977 -2.493 -4.620 -0.1 0.1 -0.1 0.099
C -6.967 0.005 -0.120 -1.0 2.1 0.5 -0.346
O -6.927 1.177 0.285 0.0 -1.6 -0.6 -0.017
N -6.064 -0.937 0.106 0.8 1.3 1.1 -0.234
C -6.167 -2.194 -0.503 -0.6 0.2 -1.1 -0.056
C -5.014 -0.725 1.062 1.2 0.0 0.6 -0.041
H -7.832 -0.404 -0.690 0.2 0.4 -0.1 0.138
H -7.185 -2.149 -0.942 0.8 -0.9 -0.3 0.098
H -6.122 -2.945 0.253 0.1 -0.9 0.3 0.087
H -5.337 -2.264 -1.223 -0.5 -0.7 0.0 0.093
H -5.036 0.315 1.435 0.3 -0.4 -0.7 0.099
H -5.234 -1.309 1.958 0.0 -0.4 0.1 0.088
H -4.009 -1.088 0.680 -1.0 0.8 0.3 0.097
C 0.915 -5.297 1.302 0.8 -0.5 -1.1 -0.349
O 1.860 -4.521 1.374 -0.2 -0.3 0.4 -0.014
N -0.370 -4.986 1.503 1.2 1.3 1.3 -0.198
C -1.407 -5.862 1.179 -1.9 0.1 -2.1 -0.081
C -0.706 -3.739 2.230 0.5 -1.1 -0.8 0.000
H 1.060 -6.364 0.930 -0.2 0.9 0.4 0.153
H -1.073 -6.648 0.488 -0.1 0.3 0.1 0.096
H -2.193 -5.223 0.673 0.6 -0.9 0.2 0.110
H -1.922 -6.344 1.973 -0.2 -0.4 1.2 0.077
H 0.250 -3.209 2.366 -0.7 -0.1 0.4 0.101
H -1.399 -3.172 1.645 -0.3 0.7 -0.6 0.056
H -1.283 -4.046 3.091 0.4 0.2 0.8 0.093
N -0.158 5.400 0.359 0.3 -0.1 1.0 0.062
C -1.020 5.396 1.392 -0.7 0.1 -1.0 -0.183
C -0.731 5.490 2.728 0.9 -1.1 1.2 -0.071
C 0.614 5.349 3.051 0.2 -0.5 -0.5 -0.069
C 1.537 5.177 2.020 0.5 1.5 0.3 -0.082
C 1.157 5.355 0.697 -2.5 -0.1 1.2 -0.125
H -2.075 5.323 1.182 -0.2 0.1 -0.6 0.095
H -1.511 5.397 3.499 0.3 0.5 -0.6 0.114
H 1.010 5.293 4.054 -0.3 0.1 0.2 0.105
H 2.579 5.203 2.321 0.0 -0.4 -0.3 0.101
H 1.797 5.545 -0.108 1.2 -0.2 -1.0 0.087
N -2.088 1.604 -1.121 -0.5 -0.4 -0.5 0.003
C -2.929 0.641 -1.609 1.5 -0.1 1.5 -0.087
C -4.232 0.935 -1.913 1.1 -0.4 0.5 -0.049
C -4.668 2.210 -1.687 -1.3 0.7 -1.0 -0.056
C -3.843 3.220 -1.248 -0.2 -1.1 0.7 -0.036
C -2.559 2.846 -0.932 1.2 0.5 -0.3 -0.126
H -2.496 -0.387 -1.505 -0.7 0.9 -0.6 0.097
H -4.883 0.136 -2.149 -0.7 -0.5 -0.5 0.099
H -5.690 2.413 -1.951 -0.4 0.2 0.3 0.115
H -4.235 4.166 -0.946 0.0 0.6 -0.3 0.112
H -1.846 3.617 -0.608 -0.2 -0.6 0.1 0.094
```
Positions in Å, forces in eV/Å.

## Properties
Gap between HOMO and LUMO   9.03 eV
Energy   -4373.37929 a.u.
HOMO   -10.35 eV
LUMO energy   -1.3186 eV
Total charge   +1


Question: Which value of energy does entry 3 give?
Answer: -4373.37929 a.u.